Here is C4H13N3 in the gas phase in a non-equilibrium geometry from the OMol25 dataset. Energies are from wB97M-V/def2-TZVPD.

Computed properties:
* ΔE to the lowest compared entry with this formula, charge and spin: 3.2552 eV
* HOMO: -7.3 eV

Bonds (Å) are listed after each position.
Atoms and positions in Å:
1 C -1.881 1.051 0.771  C2 1.522, H8 1.094, H9 1.093, H10 1.094
2 C -1.152 0.833 -0.547  C1 1.522, C3 1.504, H11 1.096, H12 1.152
3 C -0.236 -0.349 -0.708  C2 1.504, C4 1.517, N5 1.714, H13 1.095
4 C -0.593 -1.637 0.008  C3 1.517, H14 1.094, H15 1.097, H16 1.095
5 N 1.247 0.346 -0.203  C3 1.714, N6 1.413, N7 1.403
6 N 2.343 -0.238 -0.878  N5 1.413, H17 1.022, H18 1.020
7 N 1.571 0.378 1.161  N5 1.403, H19 1.018, H20 1.019
8 H -2.475 1.969 0.725  C1 1.094
9 H -1.187 1.169 1.607  C1 1.093
10 H -2.565 0.230 1.003  C1 1.094
11 H -1.863 0.865 -1.380  C2 1.096
12 H -0.362 1.666 -0.648  C2 1.152
13 H -0.103 -0.542 -1.778  C3 1.095
14 H 0.115 -2.432 -0.243  C4 1.094
15 H -1.599 -1.970 -0.275  C4 1.097
16 H -0.584 -1.516 1.097  C4 1.095
17 H 3.167 0.358 -0.777  N6 1.022
18 H 2.158 -0.251 -1.881  N6 1.020
19 H 1.456 -0.541 1.583  N7 1.018
20 H 2.543 0.611 1.363  N7 1.019

natural (NBO) atomic charge list, values in e, 6 entries:
1. C -0.62
2. C -0.45
3. C -0.01
4. C -0.65
5. N -0.18
6. N -0.72